1.
Entry from the Open Molecules 2025 dataset: an isolated molecule of C12H14O in a non-equilibrium geometry (ωB97M-V with the def2-TZVPD basis set).

HOMO level ... -8.1 eV
Energy above the lowest of the compared OMol25 structures with the same formula, charge and spin ... 1.414 eV
SMILES ... C[C@@]12CCO[C@]1(c1ccccc1)C2

Structure (XYZ):
```
27
C12H14O ωB97M-V with the def2-TZVPD basis set
C -1.448 1.862 -0.723
C -1.699 0.646 0.027
C -2.869 -0.443 -0.239
C -2.048 -1.755 -0.514
O -1.119 -1.696 0.620
C -0.443 -0.366 0.634
C 1.019 -0.240 0.294
C 1.813 0.891 0.613
C 3.150 0.981 0.314
C 3.745 -0.117 -0.221
C 3.012 -1.191 -0.621
C 1.712 -1.263 -0.341
C -1.283 0.558 1.433
H -0.566 1.850 -1.372
H -1.335 2.671 0.066
H -2.305 2.084 -1.312
H -3.441 -0.236 -1.114
H -3.468 -0.680 0.625
H -2.637 -2.632 -0.312
H -1.476 -1.742 -1.434
H 1.365 1.727 1.202
H 3.778 1.931 0.428
H 4.763 -0.046 -0.523
H 3.459 -2.063 -1.100
H 1.187 -2.287 -0.575
H -1.909 0.083 2.235
H -0.956 1.473 1.913
```



2.
Entry from the Open Molecules 2025 dataset: a cluster of 13 separate species, C31H84Cl2IO12 in total in a non-equilibrium geometry (ωB97M-V with the def2-TZVPD basis set).

Charge ... -1
HOMO level ... -2.3 eV

Structure (XYZ):
```
130
C31H84Cl2IO12 ωB97M-V with the def2-TZVPD basis set
C -1.283 6.035 -0.329
C -1.680 4.537 -0.482
Cl -0.298 3.395 -0.105
C -2.380 4.220 -1.854
Cl -3.065 2.542 -1.696
C -3.441 5.338 -2.070
C -4.628 4.870 -2.985
C -5.947 4.912 -2.147
C -5.755 4.532 -0.654
I -7.782 4.236 0.190
H -2.161 6.655 -0.094
H -0.509 6.091 0.454
H -0.927 6.380 -1.318
H -2.456 4.342 0.283
H -1.554 4.269 -2.608
H -2.906 6.132 -2.649
H -4.463 3.908 -3.514
H -4.751 5.642 -3.777
H -6.783 4.333 -2.610
H -6.300 5.964 -2.152
H -5.327 5.337 -0.050
H -5.238 3.579 -0.490
C 1.404 0.182 -1.370
C 1.678 0.486 -2.829
O 0.470 0.791 -3.517
H 0.712 -0.657 -1.277
H 2.329 -0.063 -0.838
H 0.938 1.039 -0.884
H 2.127 -0.377 -3.324
H 2.366 1.334 -2.925
H 0.074 1.558 -3.088
C 3.702 -0.663 2.319
C 4.923 -0.890 1.450
O 4.873 -0.060 0.291
H 2.791 -0.874 1.762
H 3.729 -1.302 3.204
H 3.647 0.380 2.643
H 4.964 -1.928 1.115
H 5.843 -0.670 2.004
H 4.844 0.854 0.590
C -8.076 1.521 -5.758
C -7.899 3.027 -5.807
O -7.093 3.464 -4.721
H -8.534 1.225 -4.816
H -8.702 1.169 -6.581
H -7.108 1.018 -5.815
H -8.864 3.530 -5.726
H -7.429 3.335 -6.749
H -6.238 3.029 -4.796
C 8.620 1.226 2.952
C 7.543 2.146 2.409
O 6.481 2.281 3.350
H 8.204 0.242 3.176
H 9.433 1.109 2.233
H 9.031 1.619 3.885
H 7.120 1.739 1.489
H 7.953 3.138 2.190
H 6.851 2.648 4.156
C 13.158 -0.196 5.012
C 12.069 0.722 4.491
O 11.018 0.856 5.444
H 12.749 -1.182 5.239
H 13.960 -0.309 4.279
H 13.584 0.196 5.939
H 11.633 0.317 3.578
H 12.474 1.715 4.267
H 11.398 1.223 6.246
C -6.113 -1.445 -2.636
C -7.427 -0.764 -2.968
O -7.862 -1.133 -4.274
H -5.348 -1.171 -3.364
H -5.767 -1.164 -1.640
H -6.222 -2.533 -2.676
H -7.310 0.320 -2.945
H -8.203 -1.041 -2.243
H -7.972 -2.090 -4.282
C 3.378 -5.177 0.478
C 2.064 -4.440 0.655
O 2.296 -3.068 0.961
H 3.981 -5.103 1.385
H 3.209 -6.231 0.254
H 3.961 -4.734 -0.334
H 1.495 -4.871 1.478
H 1.456 -4.504 -0.254
H 2.790 -2.686 0.230
C 1.235 -6.565 5.477
C 1.453 -5.921 4.121
O 1.603 -6.912 3.107
H 2.073 -7.217 5.730
H 1.129 -5.809 6.258
H 0.335 -7.186 5.470
H 2.362 -5.319 4.127
H 0.611 -5.271 3.861
H 0.799 -7.438 3.092
C -10.541 -4.320 -0.879
C -9.292 -4.528 -1.715
O -9.344 -3.731 -2.899
H -11.433 -4.579 -1.452
H -10.513 -4.932 0.025
H -10.640 -3.271 -0.587
H -9.207 -5.571 -2.021
H -8.398 -4.263 -1.150
H -9.409 -2.811 -2.624
C 2.751 7.240 1.808
C 1.452 7.372 2.581
O 0.648 6.211 2.418
H 2.548 7.084 0.747
H 3.369 8.134 1.921
H 3.322 6.375 2.156
H 0.877 8.223 2.216
H 1.650 7.522 3.649
H 1.147 5.460 2.746
C 7.175 -2.037 -2.267
C 7.216 -0.577 -1.858
O 8.058 0.169 -2.739
H 8.180 -2.465 -2.257
H 6.539 -2.615 -1.593
H 6.791 -2.142 -3.286
H 7.617 -0.476 -0.850
H 6.214 -0.143 -1.873
H 7.696 0.087 -3.624
C -5.115 -6.119 1.498
C -6.434 -5.451 1.158
O -6.870 -5.824 -0.147
H -4.351 -5.845 0.770
H -4.773 -5.827 2.493
H -5.214 -7.207 1.468
H -6.326 -4.367 1.170
H -7.206 -5.728 1.883
H -6.976 -6.778 -0.157
```



3.
Entry from the Open Molecules 2025 dataset: a structure of composition C18H32AuNO3SSi (ωB97M-V with the def2-TZVPD basis set).

Charge ... -2
HOMO level ... 0.5 eV

Structure (XYZ):
```
57
C18H32AuNO3SSi ωB97M-V with the def2-TZVPD basis set
Au 0.942 -0.006 0.814
N 0.414 -0.037 2.715
C -0.791 0.354 3.077
C -1.113 0.351 4.495
C -2.313 0.801 4.993
C -3.339 1.275 4.161
C -3.084 1.254 2.784
C -1.893 0.808 2.254
H -0.339 -0.004 5.168
H -2.465 0.791 6.072
H -4.276 1.642 4.562
H -3.852 1.609 2.099
H -1.734 0.813 1.180
C 4.894 1.742 -5.416
C 5.037 0.485 -4.560
C 4.042 -0.571 -5.041
C 6.462 -0.060 -4.655
O 4.802 0.884 -3.228
Si 4.110 0.048 -1.955
S 2.075 0.056 -1.975
O 4.840 -1.446 -2.081
C 5.058 -2.428 -1.079
C 4.039 -2.347 0.056
C 4.938 -3.780 -1.779
C 6.473 -2.240 -0.534
O 4.868 0.683 -0.622
C 4.824 1.969 -0.014
C 4.208 1.806 1.369
C 4.015 2.972 -0.834
C 6.275 2.435 0.092
H 5.110 1.530 -6.467
H 5.579 2.514 -5.059
H 3.875 2.124 -5.331
H 4.227 -0.805 -6.094
H 3.021 -0.208 -4.917
H 4.139 -1.483 -4.450
H 6.690 -0.401 -5.669
H 6.566 -0.897 -3.963
H 7.177 0.715 -4.368
H 3.024 -2.345 -0.340
H 4.162 -1.425 0.626
H 4.163 -3.198 0.731
H 3.923 -3.906 -2.160
H 5.168 -4.598 -1.092
H 5.631 -3.821 -2.623
H 6.582 -1.214 -0.182
H 7.209 -2.418 -1.323
H 6.668 -2.928 0.294
H 3.204 1.384 1.289
H 4.141 2.768 1.884
H 4.814 1.124 1.972
H 2.966 2.676 -0.863
H 4.381 3.001 -1.863
H 4.100 3.968 -0.391
H 6.857 1.699 0.651
H 6.342 3.401 0.598
H 6.706 2.521 -0.908
```



4.
Entry from the Open Molecules 2025 dataset: a cluster of 5 separate species, C10H20Br10 in total in a non-equilibrium geometry (ωB97M-V with the def2-TZVPD basis set).

HOMO level ... -9.9 eV
Energy above the lowest of the compared OMol25 structures with the same formula, charge and spin ... 1.013 eV
SMILES ... BrCCBr.BrCCBr.BrCCBr.BrCCBr.BrCCBr

Structure (XYZ):
```
40
C10H20Br10 ωB97M-V with the def2-TZVPD basis set
Br 3.627 2.783 -4.613
C 2.420 4.264 -3.939
C 2.735 4.742 -2.512
Br 1.492 6.169 -2.032
H 1.406 3.876 -4.029
H 2.440 5.137 -4.591
H 3.796 4.989 -2.456
H 2.536 3.950 -1.791
Br 1.341 1.209 -1.732
C 0.897 -0.535 -0.937
C 2.030 -1.169 -0.131
Br 2.347 -0.265 1.556
H 0.646 -1.177 -1.782
H -0.017 -0.361 -0.370
H 2.987 -1.114 -0.650
H 1.815 -2.194 0.170
Br -0.647 0.547 6.657
C -1.611 0.609 4.916
C -0.545 0.463 3.913
Br -1.371 0.493 2.122
H -2.192 1.531 4.912
H -2.266 -0.252 4.775
H 0.050 -0.443 4.032
H 0.204 1.249 4.008
Br -0.049 -3.552 3.852
C -0.393 -5.182 2.743
C 0.009 -4.897 1.303
Br -1.139 -3.444 0.588
H -1.452 -5.332 2.950
H 0.041 -6.090 3.161
H -0.132 -5.815 0.731
H 1.051 -4.618 1.148
Br -2.463 2.517 -1.653
C -2.197 1.106 -3.040
C -3.275 0.015 -2.831
Br -3.213 -0.801 -0.985
H -1.273 0.541 -2.916
H -2.294 1.551 -4.030
H -3.047 -0.837 -3.472
H -4.293 0.338 -3.046
```



5.
Entry from the Open Molecules 2025 dataset: an isolated molecule of C23H27N3O6S in a non-equilibrium geometry (ωB97M-V with the def2-TZVPD basis set).

HOMO level ... -8.1 eV
Energy above the lowest of the compared OMol25 structures with the same formula, charge and spin ... 0.000 eV
SMILES ... CC(=O)Nc1ccc(NC(=O)[C@@H](C)OC(=O)c2cccc(S(=O)(=O)N3CCCCC3)c2)cc1

Structure (XYZ):
```
60
C23H27N3O6S ωB97M-V with the def2-TZVPD basis set
C 5.935 3.882 0.163
C 4.782 3.032 -0.333
O 3.862 3.475 -0.980
N 4.908 1.724 0.040
C 4.047 0.654 -0.223
C 2.999 0.739 -1.136
C 2.182 -0.352 -1.348
C 2.386 -1.544 -0.656
N 1.488 -2.591 -0.900
C 1.289 -3.715 -0.174
O 1.985 -4.111 0.732
C 0.002 -4.460 -0.613
C -0.087 -5.829 0.035
O -1.128 -3.685 -0.171
C -1.557 -2.693 -0.944
O -1.065 -2.413 -2.017
C -2.651 -1.911 -0.323
C -3.303 -2.327 0.836
C -4.265 -1.518 1.416
C -4.553 -0.277 0.868
C -3.894 0.133 -0.277
S -4.184 1.786 -0.936
O -4.026 1.729 -2.357
O -5.418 2.257 -0.380
N -2.980 2.745 -0.342
C -3.020 3.107 1.053
C -2.101 2.227 1.902
C -0.683 2.270 1.334
C -0.695 1.818 -0.124
C -1.664 2.685 -0.932
C -2.966 -0.678 -0.892
C 3.442 -1.638 0.244
C 4.261 -0.546 0.453
H 6.877 3.503 -0.230
H 5.793 4.904 -0.174
H 5.975 3.866 1.250
H 5.695 1.492 0.630
H 2.831 1.658 -1.671
H 1.369 -0.282 -2.055
H 0.814 -2.391 -1.636
H -0.027 -4.529 -1.708
H 0.728 -6.450 -0.324
H -1.036 -6.300 -0.207
H 0.003 -5.726 1.113
H -3.053 -3.283 1.270
H -4.782 -1.848 2.304
H -5.287 0.382 1.305
H -4.061 3.030 1.368
H -2.705 4.154 1.141
H -2.466 1.197 1.896
H -2.110 2.585 2.933
H -0.022 1.627 1.918
H -0.300 3.291 1.393
H -0.999 0.770 -0.174
H 0.304 1.904 -0.551
H -1.794 2.308 -1.946
H -1.273 3.707 -0.988
H -2.490 -0.362 -1.808
H 3.610 -2.557 0.780
H 5.080 -0.626 1.154
```



6.
Entry from the Open Molecules 2025 dataset: a structure of composition C24H29N5PdTe (ωB97M-V with the def2-TZVPD basis set).

Charge ... +2
HOMO level ... -13.2 eV
Energy above the lowest of the compared OMol25 structures with the same formula, charge and spin ... 0.020 eV

Structure (XYZ):
```
60
C24H29N5PdTe ωB97M-V with the def2-TZVPD basis set
Pd -0.123 0.194 0.238
C -0.086 2.061 -2.740
C -1.437 1.800 -2.155
C -2.555 2.318 -2.813
C -3.825 2.048 -2.364
C -3.968 1.210 -1.267
C -2.840 0.725 -0.645
N -1.578 1.051 -1.048
C -2.927 -0.231 0.476
C -4.093 -0.771 0.995
C -3.997 -1.682 2.035
C -2.760 -2.033 2.551
C -1.625 -1.459 1.998
N -1.742 -0.598 0.982
C -0.241 -1.660 2.470
C 0.059 -2.610 3.420
C 1.364 -2.707 3.885
C 2.293 -1.818 3.399
C 1.944 -0.874 2.430
C 2.987 0.099 1.983
N 0.695 -0.822 1.939
H 0.473 2.794 -2.160
H -0.199 2.446 -3.750
H 0.499 1.144 -2.785
H -2.396 2.930 -3.689
H -4.692 2.455 -2.866
H -4.948 0.936 -0.907
H -5.061 -0.495 0.607
H -4.896 -2.111 2.456
H -2.692 -2.723 3.377
H -0.712 -3.265 3.795
H 1.635 -3.446 4.626
H 3.311 -1.829 3.762
H 3.861 0.010 2.623
H 2.614 1.118 2.049
H 3.302 -0.086 0.957
C 0.048 -3.810 -0.370
Te 0.388 -2.186 -1.693
C -1.593 -2.142 -2.453
H -0.847 -3.609 0.215
H 0.910 -3.910 0.285
H -0.077 -4.718 -0.953
H -1.769 -3.036 -3.042
H -1.701 -1.262 -3.083
H -2.293 -2.091 -1.620
C 4.608 1.491 -2.276
C 3.431 1.747 -1.401
C 3.070 2.849 -0.654
C 1.868 2.515 -0.016
N 1.514 1.276 -0.357
N 2.474 0.823 -1.194
C 1.047 3.334 0.920
H 5.059 2.433 -2.577
H 4.326 0.942 -3.175
H 5.363 0.910 -1.746
H 3.604 3.781 -0.582
H 2.401 -0.102 -1.588
H 0.936 4.350 0.545
H 1.529 3.400 1.897
H 0.058 2.896 1.055
```



7.
Entry from the Open Molecules 2025 dataset: a cluster of 2 separate species, H13N7Si2 in total in a non-equilibrium geometry (ωB97M-V with the def2-TZVPD basis set).

HOMO level (spin up / spin down) ... -6.8 / -6.8 eV
Energy above the lowest of the compared OMol25 structures with the same formula, charge and spin ... 3.016 eV

Structure (XYZ):
```
22
H13N7Si2 ωB97M-V with the def2-TZVPD basis set
N 1.725 1.809 0.598
N 2.304 -0.550 2.086
N 1.814 -0.836 -0.460
N -3.122 0.705 0.117
N -1.055 1.659 -1.423
N -2.085 -2.236 -1.420
N -0.439 0.058 1.002
Si 1.324 0.175 0.889
Si -1.472 0.455 -0.287
H 1.223 2.510 1.136
H 2.667 1.829 0.947
H 2.930 -1.322 1.803
H 2.800 -0.010 2.735
H 1.316 -0.586 -1.316
H 2.737 -0.778 -0.889
H -3.751 0.660 -0.622
H -3.452 0.274 0.971
H -0.048 1.957 -1.450
H -1.749 2.030 -2.174
H -2.701 -2.705 -0.760
H -1.033 -2.314 -1.261
H -0.578 -0.895 1.267
```